Record 1
{
  "formula": "C12H19O5STeTi",
  "method": "ωB97M-V/def2-TZVPD",
  "symbols": ["H", "O", "H", "H", "H", "Te", "O", "C", "C", "C", "C", "H", "C", "H", "H", "H", "C", "C", "H", "H", "H", "H", "O", "H", "C", "H", "C", "H", "O", "H", "C", "C", "H", "H", "C", "O", "S", "Ti", "H"],
  "coordinates": [[2.487611, 2.424543, -2.251727], [-0.900081, 0.293242, 0.339017], [-2.426540, 0.060846, 1.711292], [1.095508, -1.713089, 4.188082], [-2.807657, -3.030527, -1.270328], [0.107955, -3.240933, 0.271620], [0.034534, 0.237824, 2.672306], [-1.292655, 0.629811, -1.029874], [2.671902, 0.602305, -1.137888], [1.900501, 1.835578, -1.542695], [-1.054563, -1.965407, -3.903209], [-1.143810, 2.280734, -2.357294], [-2.014688, -2.721347, -1.936769], [-3.190342, -2.219539, -3.746587], [-0.920791, -1.622846, -4.916631], [1.705535, 2.456501, -0.660998], [-0.694156, -2.716465, -1.579539], [1.718804, -0.957666, 3.703770], [1.675372, 1.213465, 3.466895], [-1.101564, -0.252034, -1.633017], [-2.366262, 0.818408, -1.026259], [-0.382585, 2.572682, -0.791937], [0.694505, 1.429045, -2.153354], [2.838220, -0.036262, -2.006843], [-0.529170, 1.820990, -1.577720], [-2.350630, 1.661529, 0.936508], [-2.221778, -2.280766, -3.272299], [0.521236, 0.585743, 4.678535], [1.909163, -1.273148, 2.340460], [-0.288301, 2.217498, 2.156633], [-1.759951, 0.848912, 1.355887], [-0.858912, 1.334146, 2.456805], [-1.414697, 1.544860, 3.371343], [3.629809, 0.861525, -0.683654], [1.015299, 0.382944, 3.727401], [1.896889, -0.122702, -0.206539], [0.294673, -2.219801, -2.889213], [0.845175, -0.826662, 0.973974], [2.676441, -0.913937, 4.223844]],
  "atomic_forces_ev_per_a": [[0.0, 0.0, 0.0], [0.1, 0.1, 0.1], [0.0, 0.0, 0.0], [0.0, -0.1, -0.1], [0.0, 0.0, 0.0], [0.1, -0.2, 0.2], [0.0, 0.0, 0.0], [0.1, 0.0, -0.1], [0.0, -0.1, 0.0], [0.0, 0.0, 0.1], [0.0, 0.0, 0.0], [0.0, 0.0, 0.0], [0.0, 0.1, 0.0], [0.0, 0.0, 0.0], [0.0, 0.0, 0.0], [0.0, 0.0, 0.0], [-0.1, 0.0, -0.1], [0.0, 0.1, 0.1], [0.1, 0.0, 0.0], [0.0, 0.0, 0.0], [0.0, 0.0, 0.1], [0.0, 0.0, 0.0], [-0.1, 0.1, -0.1], [0.0, 0.0, 0.0], [0.0, -0.1, 0.0], [0.0, 0.0, 0.0], [0.0, 0.0, 0.0], [-0.1, 0.0, -0.1], [0.0, -0.1, 0.0], [0.0, 0.0, 0.0], [0.0, -0.1, -0.1], [0.0, 0.0, 0.0], [0.0, 0.0, 0.0], [0.0, 0.0, 0.0], [0.0, 0.0, 0.0], [0.0, 0.0, 0.0], [0.1, 0.1, 0.0], [-0.1, 0.2, 0.0], [0.0, 0.0, 0.0]],
  "nbo_charge": [0.2052, -0.5779, 0.2161, 0.1952, 0.2364, 0.2194, -0.5710, -0.0963, -0.0833, -0.0737, -0.4212, 0.2098, -0.2865, 0.2388, 0.2527, 0.1674, -0.5388, -0.0879, 0.1938, 0.2498, 0.2026, 0.1752, -0.5301, 0.2109, -0.0887, 0.2182, -0.2602, 0.2152, -0.6848, 0.1946, -0.0833, -0.0857, 0.2206, 0.1993, -0.0851, -0.7176, 0.4919, 1.5403, 0.2188],
  "charge": 1
}

=====

Record 2
{
  "formula": "C12H20",
  "method": "ωB97M-V/def2-TZVPD",
  "symbols": ["H", "C", "H", "H", "H", "C", "C", "H", "C", "H", "H", "H", "H", "C", "C", "H", "H", "H", "C", "C", "H", "C", "H", "C", "C", "H", "H", "H", "H", "H", "H", "C"],
  "coordinates": [[3.383947, 1.245168, 1.653476], [1.729965, 0.055362, 1.154238], [1.802660, 0.404313, 0.142667], [1.048631, 0.488985, -1.970761], [-1.901833, -1.469953, -2.583240], [0.100308, -0.089660, -2.124452], [-2.257483, 1.628380, 1.278966], [-0.539584, 0.497548, -2.763472], [-1.152342, 2.367338, 0.755682], [1.663886, -1.060514, 1.156961], [-1.384200, 3.365041, 0.454063], [0.802453, -1.376269, -3.747918], [-3.297854, 1.943984, 1.234471], [0.386292, 0.539046, 1.582141], [0.188849, -1.430391, -2.858758], [-0.577834, -0.831552, 3.001735], [3.541780, -0.683922, 1.861845], [1.384058, -3.221161, -2.694539], [-1.930903, 0.507191, 1.999029], [0.126977, 1.854623, 0.884888], [-1.455018, -1.408458, -4.315489], [2.938000, 0.308424, 2.039890], [-0.327314, -0.376533, -1.131722], [-0.672506, -0.037397, 2.231603], [-1.212689, -1.849639, -3.312527], [0.980006, 2.470068, 0.551615], [0.158073, -3.232598, -1.610950], [2.860203, 0.466517, 3.108413], [1.557070, -2.293394, -1.189102], [-2.704804, -0.038562, 2.501943], [-1.554265, -2.857269, -3.189234], [0.863598, -2.538538, -2.059767]],
  "atomic_forces_ev_per_a": [[0.6, -0.7, 0.3], [-1.0, -2.7, 2.1], [0.8, -0.1, -0.4], [-0.6, -0.8, -0.2], [-0.6, 1.1, 0.3], [0.5, -0.7, 0.4], [1.5, 0.0, 0.0], [-0.5, 0.7, 0.4], [-0.7, -0.8, 1.3], [-0.2, 0.7, -0.6], [0.3, 0.5, -0.7], [0.1, 0.6, -0.4], [0.3, 0.1, -0.2], [-0.3, 3.9, -2.5], [0.9, -0.8, 0.0], [0.1, 0.2, -1.1], [-0.2, 2.5, 0.5], [0.8, -0.2, -0.7], [-1.2, -0.5, 0.8], [-0.7, -1.3, 1.3], [0.0, -0.6, 0.9], [1.7, -0.8, -1.4], [0.0, 0.9, -0.7], [0.7, 0.0, 0.3], [-0.5, 1.2, -0.3], [-0.4, -0.7, 0.0], [-0.6, 0.2, 0.3], [-0.8, -0.3, 0.1], [-0.7, 0.3, -1.3], [-0.7, 0.0, 0.1], [0.8, -1.2, -0.8], [0.4, -0.6, 1.9]],
  "nbo_charge": [0.2084, -0.4395, 0.2255, 0.2040, 0.2058, -0.5997, -0.2312, 0.2098, -0.2023, 0.2054, 0.2095, 0.1907, 0.2187, 0.0332, -0.2336, 0.2192, 0.2114, 0.2094, -0.1995, -0.2343, 0.2103, -0.6102, 0.2115, -0.2457, -0.6183, 0.2099, 0.1999, 0.2196, 0.2057, 0.2021, 0.2168, -0.6123]
}

=====

These records have F_max values of 0.258 4.651 eV/Å, in the order they appear.
These records have orbital gap values of 7.7 9.6 eV, in the order they appear.
These records have energy relative to the best compared isomer or geometry (same formula, charge and spin) values of 0.135 2.279 eV, in the order they appear.